(1)
Entry from the Open Molecules 2025 dataset: C19H15ClN4O3 in the gas phase at a distorted geometry (the ωB97M-V functional and the def2-TZVPD basis).

The value obtained for the strongest force on any atom is 0.0914 Eh/bohr. The value obtained for the lowest unoccupied orbital energy is 0.0 eV. The molar mass comes out at 382.81 g mol⁻¹. Its total energy is -44568.2408 eV. As for the highest occupied orbital energy: -8.5 eV. The calculation puts the energy above the lowest of the compared OMol25 structures with the same formula, charge and spin at 317.57 kJ/mol. Its multiplicity is 1.

Last column: Mulliken charge in e.
Geometry (Å):
O 3.505 4.747 1.097  -0.54
C 2.903 3.720 1.772  0.07
C 2.764 3.802 3.170  -0.45
C 2.053 2.699 3.811  0.24
Cl 1.420 3.031 5.479  -0.23
C 1.457 1.605 3.089  -0.81
C 1.620 1.585 1.649  0.21
C 1.013 0.554 0.852  0.28
N 0.317 0.877 -0.199  -0.48
C -0.356 -0.111 -0.845  -0.29
N -1.180 0.307 -1.916  0.11
C -1.011 1.661 -2.409  -0.55
C -2.187 2.021 -3.452  -0.64
O -2.648 0.982 -4.504  -0.35
C -2.898 -0.217 -3.865  -0.75
C -1.818 -0.699 -2.878  -0.18
C -0.188 -1.414 -0.477  1.16
O -0.725 -2.608 -1.019  -0.36
C -0.591 -3.592 -0.136  0.16
N -0.969 -4.877 -0.084  -0.69
C -0.685 -5.587 1.032  -0.28
C 0.011 -5.105 2.201  -0.56
C 0.246 -3.706 2.184  -0.31
C 0.024 -3.044 0.971  0.31
C 0.424 -1.676 0.661  0.41
N 0.897 -0.731 1.405  -0.62
C 2.276 2.691 1.099  -0.39
H 4.353 4.951 1.547  0.35
H 3.012 4.581 3.924  0.32
H 0.952 0.844 3.543  0.63
H -0.051 1.920 -2.738  0.45
H -1.253 2.379 -1.621  0.30
H -3.026 2.273 -2.824  0.38
H -1.745 2.852 -4.111  0.27
H -2.947 -0.958 -4.606  0.40
H -3.886 -0.127 -3.292  0.32
H -2.414 -1.471 -2.311  0.23
H -1.007 -1.221 -3.507  0.22
H -0.875 -6.636 0.972  0.42
H 0.103 -5.714 3.187  0.30
H 0.696 -3.362 3.079  0.47
H 2.415 2.773 0.069  0.48

=====

(2)
Entry from the Open Molecules 2025 dataset: C5H11NO2 in the gas phase at a distorted geometry (the ωB97M-V functional and the def2-TZVPD basis).

The value obtained for the strongest force on any atom is 0.0337 Eh/bohr. The value obtained for the lowest unoccupied orbital energy is 0.8 eV. The molar mass comes out at 117.15 g mol⁻¹. Its total energy is -10948.9880 eV. As for the highest occupied orbital energy: -9.8 eV. The calculation puts the energy above the lowest of the compared OMol25 structures with the same formula, charge and spin at 26.92 kJ/mol. Its multiplicity is 1.

Last column: Mulliken charge in e.
Geometry (Å):
C 0.089 -0.751 -2.004  -1.07
C -0.158 0.466 -1.077  -0.62
C 0.602 0.391 0.238  0.30
C 1.225 1.739 0.648  -1.45
N -0.207 -0.103 1.355  -0.18
C -0.832 -1.307 1.250  0.54
O -0.446 -2.248 0.609  -0.56
O -2.035 -1.255 1.895  -0.49
H 0.296 -0.462 -3.030  0.34
H -0.779 -1.424 -2.027  0.27
H 0.793 -1.474 -1.591  0.31
H 0.273 1.282 -1.650  0.27
H -1.223 0.684 -1.022  0.34
H 1.442 -0.278 0.134  0.27
H 1.417 2.330 -0.243  0.37
H 2.054 1.614 1.330  0.35
H 0.425 2.322 1.128  0.38
H -0.615 0.620 1.924  0.27
H -2.320 -2.147 2.133  0.36

=====

(3)
Entry from the Open Molecules 2025 dataset: 6 unconnected molecules or ions with the total composition C20H55N3O10 at a distorted geometry (the ωB97M-V functional and the def2-TZVPD basis).

The value obtained for the strongest force on any atom is 0.0577 Eh/bohr. The value obtained for the lowest unoccupied orbital energy is 0.2 eV. The molar mass comes out at 497.67 g mol⁻¹. Its total energy is -46568.6355 eV. As for the highest occupied orbital energy: -8.6 eV. Its multiplicity is 1.

Last column: Mulliken charge in e.
Geometry (Å):
C 7.329 2.738 -0.918  -0.74
O 7.592 4.176 -1.192  -0.29
C 6.430 4.854 -1.586  -0.74
C 6.891 6.307 -1.828  -0.35
N 7.860 6.447 -2.954  -0.47
C 8.905 7.428 -2.706  -0.71
C 8.256 8.863 -2.585  -0.58
O 7.914 8.975 -1.170  -0.32
C 6.833 9.868 -0.951  -0.82
H 6.572 2.791 -0.135  0.30
H 8.222 2.207 -0.590  0.24
H 6.908 2.129 -1.717  0.30
H 5.679 4.812 -0.797  0.45
H 5.869 4.463 -2.434  0.40
H 7.322 6.727 -0.919  0.33
H 6.003 6.896 -2.056  0.26
H 8.490 5.669 -3.087  0.26
H 9.535 7.387 -3.594  0.44
H 9.619 7.118 -1.943  0.33
H 7.379 8.880 -3.231  0.35
H 8.989 9.601 -2.910  0.41
H 5.952 9.729 -1.579  0.32
H 7.179 10.895 -1.073  0.35
H 6.545 9.952 0.097  0.27
C -5.332 -0.797 -2.203  -0.82
O -4.128 -0.226 -2.664  -0.34
C -3.070 -1.070 -2.538  -0.44
C -1.803 -0.417 -3.074  -0.81
N -1.650 0.863 -2.368  -0.31
C -0.570 1.593 -3.019  -0.60
C -0.393 2.873 -2.183  -0.74
O -1.331 3.881 -2.608  -0.31
C -1.494 4.976 -1.747  -0.72
H -5.699 -1.293 -3.103  0.31
H -6.106 -0.092 -1.900  0.28
H -5.403 -1.491 -1.366  0.32
H -3.160 -2.058 -2.989  0.40
H -2.964 -1.108 -1.454  0.29
H -1.779 -0.394 -4.164  0.38
H -0.944 -1.055 -2.869  0.40
H -2.509 1.296 -2.676  0.23
H -0.883 1.970 -3.993  0.34
H 0.310 0.954 -3.087  0.49
H 0.585 3.288 -2.428  0.42
H -0.332 2.622 -1.124  0.37
H -1.390 4.601 -0.729  0.29
H -2.423 5.545 -1.780  0.27
H -0.600 5.586 -1.878  0.29
C -1.878 -5.230 2.936  -0.70
O -3.218 -5.204 3.448  -0.32
C -4.165 -6.121 2.882  -0.39
C -5.313 -6.488 3.822  -0.83
N -6.366 -7.092 3.141  -0.17
C -6.579 -8.558 3.317  -0.58
C -7.779 -9.024 2.385  -0.63
O -9.116 -9.014 3.008  -0.33
C -10.250 -8.933 2.090  -0.74
H -1.869 -4.846 1.916  0.27
H -1.494 -6.249 2.958  0.31
H -1.083 -4.661 3.419  0.28
H -3.734 -7.076 2.583  0.24
H -4.536 -5.768 1.920  0.31
H -5.481 -5.617 4.455  0.44
H -4.958 -7.091 4.658  0.28
H -7.229 -6.568 3.153  0.20
H -6.632 -8.794 4.380  0.39
H -5.645 -9.053 3.050  0.33
H -7.566 -9.967 1.882  0.39
H -7.710 -8.284 1.587  0.38
H -10.218 -9.840 1.487  0.30
H -10.424 -8.038 1.492  0.30
H -11.225 -8.974 2.575  0.28
O -1.112 -0.182 4.811  -0.52
C -0.590 0.552 3.704  -0.20
C 0.811 1.070 3.978  -0.37
O 1.848 0.021 3.945  -0.54
H -0.750 -1.063 4.931  0.29
H -0.536 -0.092 2.826  0.18
H -1.284 1.338 3.408  0.32
H 1.033 1.656 4.870  0.26
H 1.052 1.604 3.059  0.27
H 2.206 -0.005 3.055  0.31
O 2.507 -0.961 0.150  -0.64
H 1.556 -1.064 0.113  0.31
H 2.848 -1.704 -0.348  0.32
O 3.068 -4.215 -2.285  -0.62
H 3.800 -4.704 -1.909  0.32
H 2.811 -4.722 -3.055  0.32

=====

(4)
Entry from the Open Molecules 2025 dataset: 2 unconnected molecules or ions with the total composition C27H50Cl2N3P2 at a distorted geometry (the ωB97M-V functional and the def2-TZVPD basis).

The value obtained for the strongest force on any atom is 0.1044 Eh/bohr. The value obtained for the lowest unoccupied orbital energy is -2.7 eV. The molar mass comes out at 549.57 g mol⁻¹. Its total energy is -76889.8281 eV. As for the charge: +1. As for the highest occupied orbital energy: -8.6 eV. Its multiplicity is 1.

Last column: Mulliken charge in e.
Geometry (Å):
C 5.777 -3.139 1.660  -0.80
C 4.804 -3.417 0.377  -0.06
Cl 3.333 -4.443 0.802  -0.12
C 4.461 -2.095 -0.464  -0.51
Cl 5.955 -1.109 -0.945  -0.23
P 3.226 -0.890 0.328  0.05
C 1.582 -1.200 -0.627  -0.73
C 1.053 0.120 -1.385  -0.49
C 0.286 1.171 -0.423  -0.70
C -1.010 0.567 0.314  -0.53
C -2.412 0.905 -0.463  -0.47
C -3.508 1.238 0.694  -0.73
C -4.999 0.747 0.328  -0.23
C -5.712 0.023 1.576  -0.56
C -7.047 0.771 2.063  -0.82
C -8.222 0.849 0.967  -0.60
C -8.450 -0.541 0.152  -0.24
C -9.245 -1.519 1.145  -0.63
N -9.816 -2.734 0.501  0.29
C -9.371 -4.065 0.932  -0.21
C -10.128 -5.189 0.158  -0.46
C -11.096 -4.410 -0.803  -0.49
C -10.837 -2.892 -0.518  -0.26
P 2.775 -1.351 2.411  0.14
C 4.160 -0.838 3.597  -0.99
C 1.299 -0.190 2.834  -0.85
H 5.940 -2.008 1.759  0.14
H 5.410 -3.646 2.612  0.27
H 6.822 -3.577 1.421  0.27
H 5.445 -4.084 -0.322  0.39
H 3.988 -2.441 -1.462  0.47
H 0.794 -1.687 0.063  0.35
H 1.799 -1.993 -1.441  0.40
H 0.395 -0.113 -2.308  0.37
H 2.003 0.665 -1.768  0.06
H -0.106 2.003 -1.130  0.33
H 1.021 1.705 0.289  0.36
H -0.997 -0.565 0.462  0.27
H -1.066 1.075 1.354  0.37
H -2.289 1.750 -1.225  0.25
H -2.768 -0.068 -0.953  0.27
H -3.170 0.627 1.614  0.30
H -3.493 2.352 0.946  0.20
H -5.629 1.687 0.093  0.17
H -4.979 0.051 -0.590  0.29
H -6.017 -1.068 1.324  0.19
H -5.002 -0.075 2.487  0.40
H -6.773 1.853 2.380  0.32
H -7.456 0.263 3.004  0.32
H -9.177 1.172 1.538  0.37
H -7.992 1.728 0.255  0.32
H -9.170 -0.266 -0.712  0.33
H -7.475 -0.964 -0.264  0.12
H -10.135 -0.913 1.570  0.18
H -8.569 -1.886 2.007  0.22
H -8.568 -4.211 1.732  0.24
H -9.995 -6.314 0.308  0.31
H -11.846 -4.886 -1.516  0.31
H -11.391 -2.037 -1.045  0.28
H 4.540 -1.815 4.091  0.26
H 3.803 -0.184 4.484  0.36
H 5.058 -0.387 3.053  0.25
H 1.353 0.005 3.960  0.43
H 0.290 -0.648 2.507  0.22
H 1.446 0.846 2.331  0.19
C 10.484 4.610 -3.266  -1.33
C 10.313 3.237 -2.643  -0.19
N 8.905 2.843 -2.484  0.22
C 8.453 1.538 -2.395  -0.46
C 7.103 1.596 -2.244  -0.27
N 6.760 2.931 -2.236  0.10
C 7.864 3.672 -2.369  -0.17
C 5.415 3.482 -2.103  -0.80
H 10.052 5.388 -2.632  0.37
H 11.542 4.840 -3.399  0.37
H 9.992 4.657 -4.241  0.38
H 10.779 3.206 -1.654  0.28
H 10.802 2.489 -3.273  0.35
H 9.160 0.729 -2.452  0.48
H 6.332 0.849 -2.138  0.44
H 7.891 4.751 -2.383  0.36
H 5.183 4.069 -2.992  0.35
H 5.380 4.121 -1.219  0.35
H 4.687 2.678 -1.998  0.24

=====

(5)
Entry from the Open Molecules 2025 dataset: 4 unconnected molecules or ions with the total composition C29H26O10S (the ωB97M-V functional and the def2-TZVPD basis).

The value obtained for the strongest force on any atom is 0.0046 Eh/bohr. The value obtained for the lowest unoccupied orbital energy is -1.6 eV. The molar mass comes out at 566.58 g mol⁻¹. Its total energy is -61800.3350 eV. As for the highest occupied orbital energy: -9.1 eV. Its multiplicity is 1.

Last column: Mulliken charge in e.
Geometry (Å):
C 0.468 -0.613 -3.225  -1.68
C -0.681 0.340 -3.174  1.06
C -1.659 0.415 -4.079  0.65
C -1.762 -0.410 -5.334  -1.24
C -0.563 -0.270 -6.287  -0.55
O 0.023 1.021 -6.256  -0.51
C -2.689 1.477 -3.894  0.04
O -3.301 1.953 -4.826  -0.63
C -2.932 1.959 -2.498  0.45
S -4.542 2.627 -2.242  -0.25
C -1.944 1.938 -1.593  0.24
C -2.121 2.467 -0.199  -1.04
C -0.893 2.588 0.688  -0.77
O -0.433 1.313 1.120  -0.59
C -0.651 1.348 -2.064  0.39
O 0.416 1.666 -1.581  -0.68
H 1.339 -0.126 -3.671  0.38
H 0.759 -0.924 -2.223  0.22
H 0.232 -1.502 -3.807  0.40
H -2.661 -0.093 -5.865  0.41
H -1.905 -1.463 -5.072  0.39
H -0.894 -0.516 -7.301  0.40
H 0.234 -0.964 -6.025  0.33
H -0.595 1.652 -6.639  0.32
H -4.623 2.253 -0.958  0.17
H -2.831 1.811 0.321  0.44
H -2.608 3.449 -0.258  0.56
H -1.156 3.173 1.569  0.46
H -0.092 3.118 0.173  0.27
H 0.326 1.079 0.578  0.33
O 1.662 -6.320 2.361  -0.55
C 1.630 -5.707 1.313  0.44
C 1.862 -6.395 0.018  -0.50
C 1.828 -5.725 -1.130  -0.40
C 1.559 -4.263 -1.164  0.41
O 1.535 -3.660 -2.216  -0.51
C 1.325 -3.580 0.132  -0.34
C 1.357 -4.248 1.282  -0.30
H 2.058 -7.458 0.070  0.41
H 1.994 -6.198 -2.089  0.42
H 1.124 -2.517 0.086  0.57
H 1.174 -3.771 2.236  0.34
O -0.383 -5.566 8.413  -0.55
C -0.413 -4.969 7.359  0.36
C -0.175 -5.663 6.068  -0.39
C -0.209 -5.003 4.914  -0.15
C -0.482 -3.546 4.870  0.51
O -0.508 -2.942 3.817  -0.52
C -0.722 -2.848 6.159  -0.44
C -0.690 -3.509 7.312  -0.36
H 0.027 -6.725 6.128  0.43
H -0.027 -5.486 3.962  0.28
H -0.919 -1.786 6.095  0.42
H -0.859 -3.027 8.267  0.40
O -0.213 5.653 1.897  -0.53
C 0.798 6.125 1.421  0.43
C 1.172 5.884 0.004  -0.20
C 2.286 6.395 -0.512  -0.43
C 3.200 7.233 0.306  0.37
O 4.214 7.701 -0.164  -0.54
C 2.824 7.476 1.722  -0.38
C 1.711 6.963 2.238  -0.35
H 0.491 5.272 -0.575  0.43
H 2.582 6.231 -1.540  0.42
H 3.507 8.089 2.296  0.40
H 1.415 7.124 3.267  0.41

=====

- Which value of highest occupied orbital energy does entry 5 give?
  -9.1 eV